Entry 1:
Below is a molecular structure, C37H66BHgKO41, with properties calculated with the ωB97M-V functional and the def2-TZVPD basis.

The geometry in XYZ format:
```
147
Properties=species:S:1:pos:R:3:lowdin_charge:R:1
K 1.3908 -3.4162 3.8395 0.83
Hg -0.5529 0.5017 -6.0970 1.44
O 2.3749 -2.5657 1.2530 0.12
C 1.6947 -1.9074 0.5256 -0.36
O 1.9687 -1.4007 -0.6679 0.26
B 0.9019 -0.4595 -1.0381 -0.87
O -0.2083 -0.8021 -0.1459 0.22
C 0.1984 -1.6050 0.8305 -0.38
O -0.4977 -2.0016 1.6952 0.15
O 0.4697 -0.4813 -2.4356 0.27
C 0.6303 0.6998 -2.9442 -0.35
O 0.2121 1.0272 -4.0180 0.04
C 1.2689 1.6282 -1.9116 -0.43
O 1.3688 0.9506 -0.8057 0.23
O 1.4602 2.7504 -2.1576 0.20
C -1.5832 -3.9779 8.3373 -0.02
O -2.3131 -3.6604 7.1448 0.02
C -1.7229 -3.8518 5.9788 -0.64
O -0.5867 -4.2224 5.8544 0.07
O -2.6002 -3.6353 5.0318 0.03
C -2.2617 -3.8369 3.6574 -0.02
H -1.9575 -3.3744 9.1620 0.10
H -0.5226 -3.7901 8.1912 0.09
H -1.7265 -5.0079 8.6708 0.10
H -1.4322 -3.1642 3.4366 0.05
H -3.1173 -3.5514 3.0618 0.09
H -1.8789 -4.8259 3.4207 0.09
C -5.6094 -0.5165 -4.7421 0.02
O -4.2551 -0.2204 -5.1577 0.06
C -3.2914 -0.4461 -4.3220 -0.59
O -2.1141 -0.2241 -4.6403 0.00
O -3.6362 -0.9803 -3.2046 0.06
C -2.6945 -0.9779 -2.1261 0.01
H -5.9375 0.1338 -3.9384 0.10
H -5.6797 -1.5675 -4.4769 0.11
H -6.2430 -0.3619 -5.6087 0.11
H -1.8655 -1.6550 -2.3333 0.11
H -3.2062 -1.1856 -1.1958 0.12
H -2.1995 -0.0113 -2.0062 0.07
C 2.4376 3.9275 -7.5788 0.00
O 1.4968 4.5313 -6.6857 0.05
C 0.6624 3.7597 -6.0598 -0.64
O 0.5091 2.5889 -6.2440 0.03
O -0.0455 4.3947 -5.1960 0.07
C 0.0342 5.7740 -4.9248 -0.03
H 2.4629 2.8399 -7.5983 0.08
H 3.4247 4.2140 -7.2094 0.11
H 2.3035 4.3414 -8.5717 0.11
H 0.4151 6.3733 -5.7579 0.11
H 0.7525 5.9709 -4.1323 0.11
H -0.9032 6.2786 -4.7169 0.10
C 5.2304 -1.6015 5.4431 -0.02
O 5.6948 -1.8339 4.1228 0.03
C 5.2262 -2.8375 3.4244 -0.68
O 4.3617 -3.5611 3.7650 0.09
O 5.9105 -2.9013 2.3132 0.03
C 5.6173 -4.0165 1.4575 -0.01
H 5.6653 -2.2571 6.1964 0.11
H 4.1420 -1.6903 5.5047 0.09
H 5.4864 -0.5723 5.6791 0.10
H 5.3739 -4.9214 2.0087 0.10
H 6.4555 -4.2035 0.7984 0.10
H 4.7318 -3.7224 0.8888 0.08
C -6.3053 -2.0607 5.7201 -0.05
O -6.5197 -2.4889 4.3962 0.04
C -5.7225 -2.0670 3.4350 -0.65
O -5.8752 -2.4103 2.3114 0.15
O -4.7644 -1.2644 3.8736 -0.02
C -3.8745 -0.6783 2.9391 -0.02
H -5.8791 -1.0759 5.9112 0.10
H -5.5919 -2.7366 6.2095 0.10
H -7.2238 -2.1337 6.2951 0.10
H -3.4547 0.1793 3.4506 0.10
H -4.3736 -0.3188 2.0388 0.10
H -3.1183 -1.4035 2.6401 0.08
C 4.5379 -2.0913 -5.7624 0.00
O 3.1917 -1.5820 -5.7117 0.04
C 2.9716 -0.2975 -5.7029 -0.61
O 1.9194 0.1574 -6.1121 0.03
O 3.9598 0.4086 -5.2127 0.05
C 3.7792 1.8307 -5.1152 0.01
H 5.0246 -1.8046 -4.8253 0.10
H 5.1436 -1.6756 -6.5683 0.11
H 4.5455 -3.1697 -5.8520 0.10
H 3.1614 2.0991 -4.2652 0.09
H 3.4868 2.3325 -6.0253 0.06
H 4.7530 2.1877 -4.7841 0.10
C -2.5014 -4.8773 0.1683 -0.01
O -1.4264 -5.7876 -0.0410 0.03
C -0.3286 -5.7150 0.6925 -0.58
O -0.2141 -5.0859 1.7301 0.08
O 0.6342 -6.4253 0.1243 0.04
C 1.7424 -6.7143 0.9307 -0.05
H -2.1594 -3.8432 0.1701 0.09
H -2.9847 -5.0859 1.1205 0.09
H -3.1962 -5.0880 -0.6346 0.10
H 2.4475 -7.3695 0.4361 0.10
H 1.4564 -7.2170 1.8667 0.11
H 2.2898 -5.8706 1.3691 0.09
C -1.1659 -0.2432 5.5255 0.00
O -0.5537 0.7943 4.7559 0.04
C 0.5134 0.4352 4.0874 -0.63
O 0.8714 -0.6935 3.8542 0.05
O 1.0859 1.5350 3.6458 0.03
C 2.1624 1.4081 2.7569 -0.02
H -1.7519 0.2119 6.3208 0.11
H -0.3883 -0.8301 6.0096 0.10
H -1.8546 -0.8053 4.9064 0.08
H 2.6711 2.3533 2.6093 0.11
H 1.8958 0.9639 1.7994 0.08
H 2.9379 0.7557 3.1763 0.10
C -1.1939 2.1302 1.0303 0.00
O -2.5784 1.8581 0.9125 0.02
C -3.1848 1.8908 -0.2881 -0.57
O -2.6226 1.8934 -1.3717 0.07
O -4.4883 1.7602 -0.1135 0.02
C -5.3530 2.0436 -1.2056 -0.02
H -0.6459 2.0399 0.1000 0.08
H -0.7810 1.3554 1.6742 0.09
H -1.0160 3.1082 1.4671 0.11
H -5.0328 1.5574 -2.1321 0.07
H -5.5177 3.1051 -1.3615 0.10
H -6.2838 1.5338 -0.9562 0.10
C -0.9833 4.7137 -1.8811 -0.02
O -1.3826 5.4807 -0.7323 0.01
C -2.6764 5.6174 -0.4655 -0.63
O -3.5556 5.0435 -1.0423 0.13
O -2.8267 6.5431 0.4689 0.02
C -4.1802 6.8389 0.8256 -0.03
H 0.0856 4.8646 -1.9739 0.08
H -1.3943 5.2411 -2.7464 0.08
H -1.3625 3.6989 -1.8289 0.07
H -4.1532 7.5532 1.6459 0.10
H -4.7670 5.9999 1.1977 0.10
H -4.6861 7.3044 -0.0192 0.10
C 6.1666 0.4901 -0.5880 -0.02
O 5.8311 1.8154 -0.2034 0.02
C 5.2353 2.5498 -1.1253 -0.61
O 5.1217 2.2547 -2.2803 0.11
O 4.9283 3.7267 -0.5860 0.02
C 4.3588 4.7468 -1.3785 -0.04
H 7.0564 0.2155 -0.0327 0.10
H 6.4167 0.4411 -1.6442 0.09
H 5.3414 -0.1640 -0.3466 0.09
H 4.9918 5.6285 -1.3616 0.10
H 3.3824 5.0066 -0.9626 0.09
H 4.1038 4.4893 -2.4028 0.08
```

Total energy, Ha: -5312.300261
Gap between HOMO and LUMO, eV: 5.836
Charge: +2

=====

Entry 2:
Below is 3 unconnected molecules or ions with the total composition C37H67N8O12P2, with properties calculated with the ωB97M-V functional and the def2-TZVPD basis.

The geometry in XYZ format:
```
126
Properties=species:S:1:pos:R:3:lowdin_charge:R:1
C 5.3876 -0.6197 0.0318 0.03
C 5.7023 -1.6457 -1.0621 -0.49
O 6.4700 -1.4061 -1.9623 0.10
O 5.0986 -2.8889 -1.0262 -0.03
C 3.6538 -2.7054 -1.0154 -0.16
C 3.0805 -2.9344 0.4134 -0.16
C 1.9262 -1.9197 0.7061 -0.20
C 1.8480 -1.5626 2.2053 -0.20
C 0.4545 -1.1382 2.7160 -0.21
C 0.0702 0.3197 2.3758 -0.17
C -0.5162 0.4846 0.9573 -0.26
N -0.8468 -0.6138 0.3228 0.19
C -1.3365 -0.3356 -0.9277 -0.14
C -1.7184 -1.4437 -1.7333 -0.12
C -1.5937 -2.8586 -1.2009 -0.11
C -2.9486 -3.4367 -0.6599 -0.16
C -3.8614 -2.3129 -0.1126 -0.19
C -5.0911 -2.9332 0.5824 -0.19
N -6.0899 -1.8351 0.7779 0.01
C -7.3808 -2.1383 0.3104 -0.58
N -8.0048 -1.4486 -0.5644 0.10
N -8.0511 -3.2560 0.8557 0.09
C -2.1986 -1.2551 -3.0002 -0.02
C -2.5765 -2.5095 -3.8118 -0.73
O -3.7478 -2.9340 -3.6785 -0.02
O -1.6777 -2.9716 -4.5390 -0.02
C -2.3560 0.0733 -3.5062 -0.13
C -2.8718 0.1618 -4.9339 -0.12
O -1.8778 0.8719 -5.7306 -0.14
N -0.8027 0.0237 -5.9937 -0.02
O 0.1680 0.6574 -6.1591 0.05
C -2.0532 1.1957 -2.7699 -0.26
P -2.2452 2.9404 -3.2996 0.94
C -3.4552 3.1769 -4.6864 -0.31
C -3.0085 3.9703 -1.9260 -0.30
C -1.5096 0.9539 -1.4616 -0.21
N -1.1458 2.0513 -0.7465 0.11
C -0.6407 1.8134 0.4478 -0.33
P -0.1225 3.2526 1.5046 0.87
O 1.4623 3.4915 1.0169 -0.30
O -0.9208 4.5176 0.7805 -0.31
H 5.0744 -1.1470 0.9423 0.07
H 4.5264 -0.0376 -0.3159 0.10
H 6.2593 -0.0126 0.2778 0.08
H 3.3681 -1.7218 -1.4173 0.12
H 3.2419 -3.4333 -1.7250 0.13
H 3.8607 -2.8973 1.1797 0.10
H 2.6186 -3.9314 0.3839 0.11
H 1.0062 -2.3797 0.3354 0.09
H 2.1577 -1.0041 0.1384 0.10
H 2.6160 -0.8191 2.4750 0.11
H 2.1223 -2.4753 2.7655 0.11
H 0.4984 -1.1871 3.8187 0.10
H -0.3167 -1.8596 2.4210 0.11
H 0.9338 0.9809 2.5328 0.09
H -0.7267 0.6137 3.0796 0.11
H -0.8918 -2.9338 -0.3620 0.08
H -1.1931 -3.5081 -1.9916 0.12
H -2.7011 -4.0835 0.1959 0.11
H -3.4889 -3.9838 -1.4398 0.10
H -3.2759 -1.7236 0.6098 0.09
H -4.2184 -1.6834 -0.9398 0.12
H -5.5218 -3.7323 -0.0320 0.12
H -4.7918 -3.2751 1.5834 0.09
H -5.7621 -0.9790 0.3521 0.10
H -7.4210 -0.6850 -0.8993 0.03
H -7.4971 -3.6560 1.6081 0.07
H -8.1763 -3.9821 0.1599 0.08
H -3.8243 0.6875 -5.0117 0.11
H -3.0082 -0.8132 -5.4157 0.12
H -3.0514 2.9951 -5.6826 0.03
H -4.3421 2.5516 -4.4931 0.03
H -3.8254 4.2092 -4.6187 0.03
H -3.4762 3.3595 -1.1477 0.03
H -3.6749 4.7243 -2.3607 0.02
H -2.1644 4.5142 -1.4909 -0.01
H 1.4690 3.3038 0.0627 0.05
H -0.3522 4.9203 0.1088 0.05
C -6.2869 0.8167 5.4173 -0.11
O -4.9994 0.7462 6.0025 -0.19
C -4.9704 0.1708 7.3025 -0.22
C -4.4066 -1.2403 7.2878 -0.22
N -5.3218 -2.1840 6.6563 -0.05
C -4.7293 -3.4690 6.2859 -0.20
C -3.4937 -3.4941 5.3827 -0.23
O -3.7282 -3.1129 4.0406 -0.18
C -3.8541 -1.7192 3.8230 -0.09
H -6.2291 1.5085 4.5777 0.09
H -6.6082 -0.1529 5.0249 0.07
H -7.0326 1.1877 6.1258 0.09
H -5.9510 0.2137 7.7864 0.12
H -4.2914 0.7946 7.8921 0.12
H -4.2224 -1.5620 8.3181 0.12
H -3.4437 -1.1908 6.7686 0.10
H -5.7109 -1.7655 5.8235 0.06
H -5.5130 -4.0384 5.7791 0.12
H -4.4966 -4.0176 7.2058 0.11
H -3.1545 -4.5325 5.3323 0.12
H -2.6551 -2.9252 5.8024 0.11
H -3.1769 -1.1334 4.4502 0.09
H -4.8882 -1.4028 3.9750 0.07
H -3.6141 -1.5133 2.7795 0.07
C 8.7844 2.3524 -5.7245 -0.11
O 9.7608 2.5698 -4.7228 -0.19
C 10.0276 3.9384 -4.4448 -0.22
C 9.4139 4.3842 -3.1277 -0.22
N 7.9599 4.4631 -3.2039 -0.05
C 7.2745 4.5409 -1.9139 -0.20
C 7.5273 3.4604 -0.8593 -0.23
O 6.9898 2.1878 -1.1645 -0.19
C 7.7261 1.4249 -2.1101 -0.08
H 8.8663 1.3140 -6.0438 0.09
H 7.7704 2.5013 -5.3417 0.07
H 8.9444 2.9991 -6.5916 0.09
H 9.7273 4.5858 -5.2745 0.12
H 11.1151 4.0188 -4.3493 0.12
H 9.8081 5.3722 -2.8676 0.12
H 9.7476 3.6720 -2.3657 0.10
H 7.6070 3.6569 -3.6997 0.06
H 6.2030 4.5374 -2.1303 0.12
H 7.4950 5.5175 -1.4680 0.11
H 7.0139 3.7782 0.0529 0.12
H 8.5880 3.3751 -0.5924 0.11
H 8.8064 1.5525 -1.9976 0.09
H 7.4158 1.6737 -3.1280 0.08
H 7.4825 0.3712 -1.9550 0.06
```

Total energy, Ha: -3473.592769
Gap between HOMO and LUMO, eV: 6.803
Charge: -1

=====

Entry 3:
Below is a molecular structure, C37H68AsBF6N7O4S2Si2V, with properties calculated with the ωB97M-V functional and the def2-TZVPD basis.

The geometry in XYZ format:
```
129
Properties=species:S:1:pos:R:3:lowdin_charge:R:1
V -0.6466 0.9394 -1.0220 0.68
C -0.1578 -3.5613 4.4360 -0.04
C -0.0867 -3.5198 2.9432 -0.28
C -0.2389 -4.5697 2.0664 0.00
C -0.1390 -3.9856 0.7901 -0.28
N 0.0690 -2.6782 0.8863 0.15
N 0.1131 -2.4002 2.2121 0.03
B 0.3082 -1.0019 2.8366 -0.52
N 1.5632 -0.1988 2.3729 0.03
N 1.6172 0.7598 1.3983 0.16
C 2.7253 1.4577 1.6243 -0.27
C 3.4256 0.9328 2.7258 0.00
C 2.6574 -0.1111 3.1697 -0.31
C 2.9529 -1.0138 4.3229 -0.03
C 3.1545 2.6720 0.8336 -0.53
C 2.8564 3.9356 1.6517 -0.04
C 2.4286 2.7670 -0.5015 -0.07
C 4.6727 2.6010 0.6051 -0.06
N -0.9806 -0.1559 2.8586 0.03
N -2.1098 -0.3900 2.1419 0.13
C -3.0364 0.4108 2.6602 -0.28
C -2.5110 1.1732 3.7150 0.02
C -1.1920 0.7913 3.8009 -0.27
C -0.1412 1.2486 4.7548 -0.02
C -4.4441 0.4632 2.1109 -0.54
C -4.5325 1.5449 1.0308 -0.04
C -5.4287 0.8236 3.2274 -0.07
C -4.8246 -0.9014 1.5371 -0.06
C -0.2828 -4.7092 -0.5268 -0.55
C 0.7332 -5.8556 -0.5980 -0.06
C -1.6972 -5.3008 -0.6067 -0.05
C -0.0379 -3.7544 -1.6866 -0.08
H -0.3636 -4.5857 4.7510 0.07
H 0.7733 -3.2342 4.9014 0.06
H -0.9514 -2.9139 4.8130 0.08
H -0.4146 -5.6031 2.3237 0.10
H 0.5488 -1.2330 3.9887 0.09
H 4.3486 1.2814 3.1602 0.10
H 3.9739 -0.8266 4.6596 0.07
H 2.2736 -0.8337 5.1585 0.07
H 2.8672 -2.0662 4.0458 0.08
H 1.7880 4.0616 1.8257 0.04
H 3.3216 3.8876 2.6373 0.08
H 3.2352 4.8172 1.1232 0.09
H 1.3651 2.9607 -0.3531 0.03
H 2.8265 3.6023 -1.0857 0.09
H 2.5172 1.8550 -1.0874 0.02
H 5.2056 2.6935 1.5540 0.07
H 4.9727 1.6564 0.1517 0.06
H 4.9952 3.4220 -0.0424 0.08
H -2.9855 1.9437 4.2994 0.11
H -0.5041 2.1140 5.3040 0.06
H 0.1175 0.4495 5.4583 0.07
H 0.7623 1.5669 4.2326 0.07
H -4.2954 2.5231 1.4485 0.08
H -3.8145 1.3750 0.2304 0.05
H -5.5396 1.5762 0.5974 0.08
H -5.2147 1.8133 3.6339 0.08
H -6.4503 0.8345 2.8338 0.08
H -5.3766 0.1001 4.0445 0.08
H -4.0890 -1.2256 0.8020 0.04
H -4.8416 -1.6591 2.3244 0.08
H -5.8122 -0.8594 1.0651 0.08
H 0.5812 -6.5697 0.2152 0.07
H 0.6387 -6.3912 -1.5481 0.08
H 1.7516 -5.4674 -0.5197 0.08
H -1.8505 -6.0391 0.1845 0.07
H -2.4477 -4.5219 -0.4794 0.07
H -1.8580 -5.7916 -1.5729 0.08
H 0.9949 -3.4070 -1.6879 0.03
H -0.2369 -4.2454 -2.6456 0.09
H -0.6541 -2.8600 -1.6079 0.03
F -0.0212 5.6283 3.2664 -0.14
C 0.0020 4.3567 3.9180 -0.42
F 1.3089 4.4004 4.4905 -0.13
F -0.7746 4.6443 5.0747 -0.12
S -0.8777 3.4721 1.0238 0.88
O -0.9945 1.8838 0.4343 -0.57
O -2.1881 3.7583 1.5287 -0.40
N -0.8024 4.2494 -0.5454 -0.37
S -1.5459 3.6372 -1.6936 0.60
O -0.8141 2.3872 -2.2496 -0.46
O -2.9601 3.3870 -1.6925 -0.27
C -1.2640 4.7983 -3.0870 -0.68
F 0.0033 5.1964 -3.1630 0.14
F -2.0443 5.8646 -2.9209 0.14
F -1.5978 4.2082 -4.2373 0.13
C 4.6027 0.0049 -2.2820 -0.22
Si 3.1665 -1.1451 -1.8725 0.23
C 3.4279 -2.6446 -2.9916 -0.23
C 3.2900 -1.7366 -0.1131 -0.20
As 1.0394 -0.3307 -2.4295 0.83
Si 1.5584 0.9711 -4.2903 0.22
C 2.5961 -0.0638 -5.4852 -0.24
C 2.4579 2.5917 -3.9880 -0.21
C 0.0333 1.3947 -5.3045 -0.23
H 5.5247 -0.4763 -1.9339 0.03
H 4.5221 0.9685 -1.7871 -0.01
H 4.7045 0.1798 -3.3542 0.01
H 4.4988 -2.8677 -3.0551 0.03
H 3.0481 -2.4795 -4.0008 0.00
H 2.9303 -3.5279 -2.5829 0.01
H 4.1487 -2.4157 -0.0446 0.03
H 2.3845 -2.2749 0.1839 0.01
H 3.4389 -0.9163 0.5891 0.01
H 3.5862 -0.3212 -5.1074 0.00
H 2.7266 0.5048 -6.4131 0.02
H 2.0732 -0.9917 -5.7297 0.02
H 3.3650 2.4628 -3.3980 0.01
H 1.8105 3.2943 -3.4575 0.01
H 2.7295 3.0392 -4.9510 0.03
H -0.4273 0.4972 -5.7230 0.02
H 0.3582 2.0284 -6.1378 0.03
H -0.7155 1.9446 -4.7371 -0.01
C -4.1794 0.1822 -2.3177 -0.04
C -2.9279 -0.7160 -2.3144 -0.62
C -3.3496 -2.1468 -1.9765 -0.04
C -2.2990 -0.6964 -3.7060 -0.08
C -1.9786 -0.1549 -1.2878 -0.15
H -4.7282 0.0916 -1.3814 0.07
H -3.9196 1.2301 -2.4572 0.07
H -4.8342 -0.1369 -3.1352 0.09
H -4.1350 -2.4529 -2.6737 0.09
H -3.7441 -2.2275 -0.9633 0.07
H -2.5157 -2.8387 -2.0851 0.05
H -3.0043 -1.1133 -4.4307 0.09
H -1.3725 -1.2709 -3.7336 0.04
H -2.0688 0.3279 -4.0022 0.06
H -2.1999 -0.2535 -0.1939 0.07
```

Total energy, Ha: -7314.215985
Gap between HOMO and LUMO (spin up / spin down), eV: 5.167 / 5.154
Charge: -2